C3H4N4 | the ωB97M-V functional and the def2-TZVPD basis

Geometry (Å):
C  -0.183  0.569  1.084
C  -0.159  1.202  -0.216
C  0.299  -0.784  0.335
H  0.576  0.926  1.778
H  -0.996  0.469  1.580
H  0.830  1.681  -0.813
H  -0.998  1.781  -0.611
N  -0.151  -0.261  -0.765
N  -0.009  -1.289  -1.720
N  0.390  -2.222  -0.995
N  0.401  -2.072  0.343

**Energy above the lowest of the compared OMol25 structures with the same formula, charge and spin**: 553.4 kJ/mol
**Charge**: 0
**HOMO level**: -10.07 eV
**Orbital gap**: 10.6 eV

Atom charges from the natural (NBO) analysis, given in e for atoms 1 to 4:
1. C -0.4279
2. C -0.1851
3. C 0.3500
4. H 0.2256